C7H26O12V | the ωB97M-V functional and the def2-TZVPD basis

Last column: Mulliken charge in e.
Cartesian coordinates (Å):
O1 -0.187 -0.653 -0.729  -0.34
V1 0.120 -1.756 0.335  1.07
O2 1.225 -1.264 1.386  -0.67
C1 -1.310 -4.059 0.468  0.81
O3 -2.029 -5.099 0.577  -0.79
O4 -0.214 -3.908 1.141  -0.57
O5 -1.680 -3.060 -0.271  -0.59
O6 2.515 1.194 -0.586  -0.70
H1 1.854 1.693 -0.072  0.36
H2 2.833 0.521 0.030  0.29
O7 -1.550 -0.966 1.679  -0.42
H3 -1.242 -0.302 2.305  0.21
H4 -2.310 -1.392 2.093  0.28
O8 1.424 -2.988 -1.128  -0.40
H5 2.101 -3.625 -0.877  0.25
H6 1.166 -3.207 -2.032  0.28
O9 2.406 -4.078 2.629  -0.61
H7 1.930 -3.903 1.797  0.31
H8 3.339 -4.022 2.398  0.28
O10 2.219 -0.669 -2.794  -0.62
H9 2.220 0.101 -2.194  0.39
H10 2.764 -1.317 -2.342  0.26
C2 0.063 2.077 3.030  -1.00
C3 1.150 2.979 2.505  0.51
C4 2.570 2.614 2.932  -1.30
O11 1.101 3.013 1.073  -0.54
H11 -0.908 2.306 2.589  0.41
H12 -0.079 2.200 4.106  0.40
H13 0.330 1.036 2.838  -0.08
H14 0.967 3.994 2.883  0.29
H15 2.811 1.553 2.821  0.22
H16 2.726 2.836 3.993  0.41
H17 3.313 3.147 2.340  0.35
H18 1.327 3.881 0.736  0.26
C5 -3.473 -0.009 -3.724  -1.37
C6 -3.022 0.859 -2.551  0.83
C7 -1.618 1.392 -2.743  -1.12
O12 -3.937 1.955 -2.427  -0.60
H19 -2.856 -0.902 -3.810  0.33
H20 -3.247 0.600 -4.612  0.34
H21 -4.529 -0.254 -3.785  0.35
H22 -3.113 0.232 -1.656  0.07
H23 -1.262 2.081 -1.973  0.29
H24 -1.494 1.952 -3.678  0.40
H25 -0.885 0.585 -2.809  0.17
H26 -3.526 2.634 -1.890  0.32

Force components x, y, z for each atom (eV/Å):
0.361 0.739 -0.426
-2.422 -3.647 0.349
0.222 0.443 -0.192
-2.228 -2.453 0.463
1.045 1.127 -0.221
1.656 1.752 -0.145
1.363 1.898 -0.105
0.206 0.122 0.108
0.122 -0.217 -0.119
-0.267 -0.020 -0.025
0.244 0.377 0.100
0.113 -0.100 -0.053
0.201 -0.461 -0.387
0.304 0.287 0.078
-0.355 -0.065 0.285
-0.342 0.261 0.188
0.315 -0.048 -0.395
-0.421 -0.086 0.557
-0.075 0.048 0.046
0.232 0.278 -0.252
-0.160 -0.229 0.037
-0.097 0.017 0.114
-0.134 -0.348 0.182
0.645 0.776 -0.048
0.100 -0.494 0.499
-0.587 -0.332 -0.137
0.129 0.028 -0.269
0.298 -0.009 0.036
-0.053 -0.069 -0.073
-0.117 0.013 -0.125
-0.340 -0.040 -0.181
-0.012 0.122 -0.085
-0.105 0.249 0.038
0.115 0.095 0.142
0.789 1.042 -0.854
-0.388 -0.375 0.271
0.790 -0.192 -0.524
-0.439 0.034 -0.279
-0.106 -0.117 0.244
-0.178 -0.212 -0.130
-0.053 -0.031 0.514
0.377 0.214 0.139
-0.271 -0.236 0.367
-0.490 -0.057 -0.099
-0.097 -0.052 0.275
0.109 -0.030 0.094

- LUMO level: 2.1982 eV
- ΔE to the lowest compared entry with this formula, charge and spin: 0.0 kcal/mol
- Gap between HOMO and LUMO: 6.115 eV
- F_max: 4.39 eV/A
- HOMO level: -3.92 eV
- Total charge: -1
- Calculated total energy: -57941.6401 eV



C3H8BrO3PbS | the ωB97M-V functional and the def2-TZVPD basis

Last column: Mulliken charge in e.
Cartesian coordinates (Å):
Pb1 3.149 1.011 -4.602  1.12
Br1 2.060 1.901 -2.352  -0.12
O1 -1.068 1.211 1.740  -0.61
S1 -0.519 -0.087 1.973  1.17
O2 -0.945 -0.850 3.092  -0.58
O3 -0.691 -0.946 0.647  -0.29
C1 -0.457 -0.342 -0.616  -0.08
C2 -1.690 -0.579 -1.480  -1.22
C3 1.248 0.095 2.094  -0.83
H1 0.364 -0.861 -1.132  0.32
H2 -0.097 0.685 -0.667  0.22
H3 -1.949 -1.622 -1.630  0.32
H4 -1.576 -0.066 -2.438  0.34
H5 -2.509 -0.061 -0.977  0.33
H6 1.695 -0.890 2.176  0.33
H7 1.380 0.754 2.949  0.35
H8 1.605 0.644 1.223  0.24

Force components x, y, z for each atom (eV/Å):
-0.758 0.632 1.560
0.784 -0.607 -1.599
-0.112 0.106 -0.242
0.694 0.920 0.364
-0.219 -0.516 -0.412
0.245 -0.103 0.570
0.278 -1.055 -2.117
-0.266 1.347 0.458
-0.525 0.310 -0.345
0.134 -0.411 0.584
-0.678 0.296 0.946
0.196 -0.067 0.113
0.107 -0.205 -0.102
-0.228 -0.246 -0.108
0.142 0.088 0.223
0.204 -0.321 0.215
0.003 -0.167 -0.108

- LUMO level: -7.3390 eV
- ΔE to the lowest compared entry with this formula, charge and spin: 21.8 kcal/mol
- Gap between HOMO and LUMO: 5.916 eV
- F_max: 2.38 eV/A
- HOMO level: -13.25 eV
- Total charge: +1
- Calculated total energy: -95500.5401 eV



C4H9IN3 | the ωB97M-V functional and the def2-TZVPD basis

Last column: Mulliken charge in e.
Cartesian coordinates (Å):
C1 -0.155 -1.394 -1.345  0.28
C2 0.108 0.964 -0.072  0.37
C3 -0.126 -0.601 1.905  -1.05
C4 0.634 -0.018 0.803  -0.27
N1 0.642 -2.249 -1.616  -0.39
N2 0.875 1.463 -1.080  -0.36
N3 -1.277 1.318 -0.083  -0.34
I1 -2.138 -1.216 -1.707  0.29
H1 0.683 -1.162 2.556  0.31
H2 -0.722 0.280 2.325  0.29
H3 -0.948 -1.248 1.577  0.25
H4 1.680 -0.231 0.760  0.41
H5 1.603 -2.381 -1.306  0.31
H6 1.840 0.957 -1.130  0.26
H7 0.720 2.288 -1.510  0.20
H8 -1.791 1.349 0.785  0.18
H9 -1.630 1.880 -0.861  0.27

Force components x, y, z for each atom (eV/Å):
0.866 -0.942 0.955
-1.875 -0.107 -0.327
0.132 0.198 1.316
-1.340 0.607 -2.295
0.166 0.755 0.098
2.889 -4.944 1.981
2.674 -0.161 -0.016
-0.456 0.108 -0.170
-2.392 1.270 -0.644
1.124 -1.329 0.683
0.366 -0.435 0.038
0.577 0.172 -0.251
-0.238 -0.010 -0.119
-2.461 1.966 -0.239
-0.454 3.054 -1.549
0.083 -0.014 -0.141
0.340 -0.189 0.681

- LUMO level (spin up / spin down): -5.2315 / -5.5809 eV
- ΔE to the lowest compared entry with this formula, charge and spin: 89.2 kcal/mol
- Gap between HOMO and LUMO (spin up / spin down): 7.025 / 6.276 eV
- F_max: 6.06 eV/A
- HOMO level (spin up / spin down): -12.26 / -11.86 eV
- Total charge: +1
- Calculated total energy: -16855.1101 eV



C12H6N7OS2W | the ωB97M-V functional and the def2-TZVPD basis

Last column: Mulliken charge in e.
Cartesian coordinates (Å):
W1 -0.744 0.033 -0.028  1.20
S1 -1.116 0.372 2.204  0.01
C1 -0.484 -1.253 2.031  0.83
C2 0.587 -1.608 2.900  -0.21
N1 1.459 -1.872 3.606  -0.11
C3 -0.923 -2.153 1.059  0.46
S2 -2.130 -1.779 -0.149  0.05
C4 -0.275 -3.422 0.938  -0.09
N2 0.285 -4.422 0.820  -0.15
N3 -1.498 1.401 -0.967  -0.53
C5 -2.180 2.345 -1.534  0.58
N4 -2.782 3.176 -2.040  0.10
C6 -3.492 4.116 -2.645  0.47
N5 -4.112 4.934 -3.171  -0.08
N6 4.014 3.382 -1.021  -0.38
C7 4.051 2.231 -1.720  0.24
O1 4.575 2.040 -2.786  -0.47
C8 3.276 1.029 -1.189  -0.06
C9 3.894 -0.224 -1.320  -0.09
C10 3.183 -1.391 -1.045  -0.88
C11 1.862 -1.295 -0.710  -0.02
N7 1.243 -0.075 -0.599  -0.61
C12 1.964 1.080 -0.820  0.19
H1 4.544 4.160 -1.393  0.27
H2 3.785 3.418 -0.042  0.23
H3 4.924 -0.267 -1.657  0.53
H4 3.641 -2.367 -1.132  0.48
H5 1.266 -2.186 -0.576  0.49
H6 1.441 2.021 -0.723  0.56

Force components x, y, z for each atom (eV/Å):
-0.538 1.191 -0.957
0.284 -0.150 -0.995
-0.265 -0.181 0.479
0.294 -0.077 0.150
-0.143 0.062 -0.164
-0.171 -0.402 0.245
0.705 0.752 0.019
0.169 -0.215 0.027
-0.119 0.200 -0.021
0.179 -0.572 0.638
0.661 -1.076 0.611
-0.603 0.798 -0.551
0.145 -0.159 0.127
0.051 -0.064 0.043
-0.094 -0.086 -0.079
-0.019 0.187 0.025
0.040 0.004 -0.003
0.209 -0.043 0.011
-0.013 -0.094 0.031
0.201 0.038 -0.071
-0.044 0.183 -0.114
-0.736 -0.153 0.412
-0.149 -0.113 0.058
0.032 0.001 -0.013
0.057 -0.062 0.025
-0.001 0.010 -0.029
0.017 -0.002 -0.002
-0.078 -0.038 0.077
-0.073 0.061 0.022

- LUMO level: -14.4252 eV
- ΔE to the lowest compared entry with this formula, charge and spin: 0.0 kcal/mol
- Gap between HOMO and LUMO: 4.365 eV
- F_max: 1.62 eV/A
- HOMO level: -18.79 eV
- Total charge: +3
- Calculated total energy: -48480.2093 eV



C6H8O4 | the ωB97M-V functional and the def2-TZVPD basis

Last column: Mulliken charge in e.
Cartesian coordinates (Å):
O1 0.296 -2.688 0.071  -0.50
C1 -0.276 -1.646 -0.060  0.51
O2 -1.353 -1.390 -1.382  -0.67
C2 -0.599 -0.194 -1.651  -0.49
C3 0.147 -0.180 -0.304  1.26
O3 -0.436 0.659 0.667  -0.52
C4 0.544 1.513 1.261  -0.50
C5 1.822 1.133 0.581  -0.28
C6 1.609 0.142 -0.283  -0.89
H1 0.054 -0.365 -2.514  0.34
H2 -1.243 0.687 -1.768  0.22
H3 0.259 2.562 1.085  0.25
H4 0.574 1.337 2.347  0.28
H5 2.761 1.659 0.748  0.41
H6 2.323 -0.319 -0.962  0.44
O4 -2.152 -1.301 1.071  -0.77
H7 -2.479 -1.210 -0.188  0.49
H8 -1.853 -0.398 1.279  0.41

Force components x, y, z for each atom (eV/Å):
-1.911 2.787 0.339
0.633 -2.733 -2.436
0.580 -0.228 1.270
-0.560 -0.502 0.538
0.206 0.297 0.384
0.109 0.532 -0.041
0.097 0.156 0.052
0.186 -0.104 -0.342
0.112 0.368 0.179
-0.035 0.253 0.137
0.233 -0.128 -0.107
0.119 -0.231 0.052
-0.028 0.036 -0.230
-0.232 -0.246 0.034
-0.180 0.084 0.283
-0.947 0.171 -4.293
1.965 -0.308 4.313
-0.349 -0.205 -0.132

- LUMO level: 0.5393 eV
- ΔE to the lowest compared entry with this formula, charge and spin: 101.0 kcal/mol
- Gap between HOMO and LUMO: 10.536 eV
- F_max: 4.75 eV/A
- HOMO level: -10.00 eV
- Total charge: 0
- Calculated total energy: -14537.6068 eV



C4H4O2 | the ωB97M-V functional and the def2-TZVPD basis

Last column: Mulliken charge in e.
Cartesian coordinates (Å):
C1 -0.385 1.707 -0.001  -0.67
C2 0.018 0.477 0.091  0.60
C3 -0.889 -0.739 0.133  0.00
O1 -2.089 -0.737 -0.142  -0.48
C4 1.460 0.163 -0.038  -0.02
O2 1.855 -0.975 -0.035  -0.49
H1 0.355 2.576 -0.175  0.20
H2 -1.425 2.076 0.252  0.26
H3 -0.301 -1.688 0.379  0.30
H4 2.032 1.087 -0.147  0.29

Force components x, y, z for each atom (eV/Å):
-0.761 4.251 0.685
-0.195 -2.363 -0.422
-1.178 -0.553 -0.080
2.423 0.172 0.665
-1.135 -0.463 -0.096
0.743 0.514 -0.004
-1.065 -1.594 0.337
1.148 -0.844 -0.792
-0.948 0.893 -0.237
0.969 -0.012 -0.055

- SMILES string: C=C(C=O)C=O
- LUMO level: -0.5544 eV
- ΔE to the lowest compared entry with this formula, charge and spin: 27.2 kcal/mol
- Gap between HOMO and LUMO: 9.316 eV
- F_max: 4.37 eV/A
- HOMO level: -9.87 eV
- Total charge: 0
- Calculated total energy: -8305.8979 eV



Question: Number 2 is which compound?
Answer: C3H8BrO3PbS